Below is 14 unconnected molecules or ions with the total composition C36H109N9O14, with properties calculated with ωB97M-V/def2-TZVPD.

The HOMO energy is -8.2 eV. Its relative energy (zero: lowest compared OMol25 entry of this formula, charge and spin) is 204.7 kJ/mol. The calculation puts the orbital gap at 8.448 eV. The energy is -2982.905135 a.u.

Each line ends with the Löwdin charge.
Atoms and positions in Å:
O 18.26006 16.93214 17.00894  -0.0602
H 18.77452 16.29164 17.50017  0.0487
H 17.53272 17.15280 17.59076  -0.0034
O 17.56844 14.18906 13.00274  -0.0618
H 17.93679 14.97098 13.41402  -0.0073
H 17.70148 13.49372 13.64698  0.0121
O 18.26313 12.30030 15.18756  -0.0282
H 18.90217 12.75610 15.73536  0.0478
H 18.75061 11.56930 14.80780  0.0554
O 14.96890 10.38222 13.49642  -0.0745
H 14.64062 11.28102 13.47138  -0.0342
H 15.34659 10.24041 12.62840  0.0358
O 16.69755 12.83082 10.84000  -0.0807
H 16.39835 13.49586 10.21998  -0.0253
H 17.16325 13.32434 11.51512  -0.0337
C 18.70661 17.93958 12.53480  -0.0645
C 19.24341 16.99374 13.54588  -0.4264
C 20.24894 17.55300 14.58572  -0.1399
O 21.46095 17.98746 13.88046  -0.1824
C 22.53781 18.16700 14.74940  -0.1438
N 18.00553 16.70901 14.21042  -0.0026
H 19.51671 18.27204 11.88572  0.0848
H 18.27699 18.82308 13.00700  0.0954
H 18.07753 17.33560 11.88092  0.0784
H 19.55646 16.06914 13.06090  0.1417
H 20.56178 16.79706 15.30596  0.1099
H 19.81822 18.35036 15.19136  0.1243
H 22.41469 19.02444 15.41102  0.0798
H 23.44317 18.38718 14.18376  0.0901
H 22.63470 17.36142 15.47724  0.0798
H 18.23258 16.26844 15.09044  0.0533
H 17.56451 17.60964 14.33064  0.0664
C 9.10003 10.96314 9.35198  -0.0843
C 10.38033 10.26756 8.94172  -0.3917
C 11.59379 11.15370 9.41596  -0.1861
O 12.76882 10.48274 8.96390  -0.1966
C 13.91226 11.29152 9.00948  -0.1137
N 10.35878 8.90080 9.54738  0.0429
H 8.21721 10.34348 9.19462  0.0813
H 8.90551 11.88938 8.81132  0.0727
H 9.15288 11.37100 10.36141  0.0621
H 10.37333 10.08152 7.86774  0.1361
H 11.63954 11.42680 10.47020  0.1142
H 11.50976 12.08042 8.84829  0.1107
H 14.79457 10.74304 8.67960  0.0950
H 14.06979 11.60392 10.04180  0.0737
H 13.83358 12.17674 8.37836  0.0727
H 10.17954 8.93059 10.54090  0.0495
H 11.28537 8.54708 9.35656  0.0581
C 16.51182 14.40142 21.22982  -0.0681
C 15.80011 14.06956 19.92770  -0.3965
C 14.24599 14.21856 19.98942  -0.1710
O 14.03443 15.61042 20.19211  -0.2185
C 12.65188 15.89212 20.38462  -0.0897
N 16.43670 14.80068 18.80103  0.0788
H 16.11948 13.83084 22.07162  0.0788
H 16.48607 15.46262 21.47740  0.0617
H 17.55259 14.09028 21.13988  0.0758
H 15.89953 12.98428 19.90798  0.1279
H 13.95113 13.70062 20.90204  0.1234
H 13.83445 13.82330 19.06070  0.1118
H 12.05105 15.71736 19.49213  0.0652
H 12.47664 16.89068 20.78499  0.0747
H 12.28938 15.33942 21.25134  0.0867
H 15.84140 14.72442 17.98868  0.0280
H 16.40210 15.78668 19.01712  -0.0024
C 15.41200 19.53230 18.38074  -0.0580
C 16.00733 19.07390 19.61780  -0.4757
C 15.18957 19.40380 20.79384  -0.1880
O 15.75415 19.07974 22.09040  -0.2002
C 16.88519 19.80735 22.54576  -0.0928
N 16.20597 17.64746 19.56744  0.0650
H 14.46355 19.05385 18.13652  0.0745
H 16.06279 19.44356 17.51086  0.0893
H 15.14479 20.58646 18.45454  0.0885
H 16.99164 19.53026 19.72252  0.1484
H 14.21859 18.92407 20.67072  0.1228
H 14.99662 20.47134 20.89976  0.1192
H 17.73371 19.44552 21.96510  0.0806
H 17.10373 19.65844 23.60320  0.0888
H 16.63602 20.85414 22.37182  0.0865
H 15.38543 17.06213 19.63230  0.0548
H 16.69284 17.44762 20.42948  0.0787
C 11.13793 18.13134 15.98838  -0.0679
C 11.43098 17.78526 17.43490  -0.4023
C 11.28816 19.00700 18.40050  -0.1925
O 12.10443 20.09062 17.97116  -0.1984
C 12.19850 21.04854 19.04408  -0.0796
N 10.42493 16.77866 17.74764  0.0377
H 10.12916 18.54324 15.95964  0.0827
H 11.16100 17.33382 15.24572  0.0711
H 11.83025 18.84208 15.53710  0.0681
H 12.41853 17.34162 17.56144  0.1080
H 11.63727 18.58142 19.34130  0.1016
H 10.23391 19.26584 18.49870  0.1259
H 11.20099 21.28310 19.41562  0.0886
H 12.56332 21.95506 18.56114  0.0932
H 12.88009 20.62849 19.78374  0.0632
H 9.45201 17.04500 17.69661  0.0732
H 10.42998 15.93558 17.19152  0.0494
C 11.37917 11.42282 17.48178  -0.0391
C 10.96712 12.56782 18.40180  -0.4452
C 9.61359 13.26000 18.01826  -0.1588
O 9.73022 13.67888 16.63994  -0.2247
C 8.62432 14.18272 15.96610  -0.1388
N 10.84941 12.04570 19.72826  0.0388
H 12.42642 11.20362 17.68988  0.0851
H 11.27451 11.84740 16.48334  0.0442
H 10.77918 10.51542 17.55047  0.0837
H 11.65800 13.40978 18.35866  0.1152
H 9.41641 14.06006 18.73178  0.1123
H 8.84857 12.49836 18.16918  0.1214
H 8.13504 14.98004 16.52558  0.0810
H 7.81439 13.46022 15.86560  0.0779
H 8.85662 14.41834 14.92754  0.0939
H 10.63073 12.81714 20.34240  0.0664
H 10.15439 11.31848 19.81884  0.0766
C 12.62398 13.61452 14.30092  -0.0554
C 14.03601 13.96834 14.03838  -0.4281
C 14.93560 13.86042 15.31206  -0.1170
O 14.64448 14.67794 16.48707  -0.2145
C 14.84241 16.08242 16.25552  -0.0731
N 14.52872 13.07294 13.00674  0.0620
H 12.51871 12.74760 14.95320  0.0752
H 12.05919 13.76406 13.38072  0.0894
H 12.21136 14.39712 14.93762  0.0770
H 14.12531 14.98354 13.65176  0.1172
H 15.97124 14.04760 15.02830  0.1003
H 14.93413 12.83470 15.68082  0.1352
H 14.34135 16.66316 17.02998  0.0718
H 14.32214 16.35076 15.33606  0.0722
H 15.87833 16.34490 16.04088  0.0720
H 15.48968 13.37918 12.95312  0.0469
H 14.01699 13.19264 12.14424  0.0568
C 13.09929 15.17542 10.33438  -0.0510
C 14.37472 15.87228 9.93176  -0.4109
C 15.09976 16.59299 11.17220  -0.1465
O 14.25647 17.53958 11.84446  -0.1619
C 14.99466 18.18086 12.84892  -0.1317
N 15.16692 14.84194 9.40808  0.0165
H 13.27984 14.45704 11.13402  0.0440
H 12.59392 14.60162 9.55756  0.0768
H 12.42700 15.81746 10.90350  0.0829
H 14.23095 16.63360 9.16508  0.1368
H 15.96747 17.08488 10.73262  0.1126
H 15.45154 15.83738 11.87462  0.1069
H 15.56027 19.03568 12.47816  0.0893
H 15.68573 17.52479 13.37814  0.0524
H 14.38939 18.55482 13.67470  0.0834
H 14.84481 14.47770 8.52282  0.0903
H 16.01885 15.23494 9.03408  0.0934
C 12.32136 8.34592 15.41198  -0.0685
C 11.90585 8.42264 13.96098  -0.4303
C 11.41348 9.83039 13.38076  -0.1286
O 10.18787 10.04738 14.13722  -0.1868
C 9.71721 11.39298 14.06000  -0.1135
N 13.09506 7.98658 13.29072  0.0283
H 13.13171 9.05508 15.58088  0.0803
H 12.44564 7.31836 15.75368  0.0837
H 11.47323 8.72327 15.98328  0.0543
H 11.04462 7.76130 13.86602  0.1333
H 11.18781 9.76474 12.31640  0.0890
H 12.18996 10.57992 13.53372  0.1028
H 8.78163 11.57504 14.58882  0.0791
H 9.42857 11.66540 13.04482  0.0725
H 10.42669 12.16148 14.36682  0.0449
H 13.88603 8.58380 13.48510  0.0347
H 12.87570 8.03420 12.30598  0.0616

Below is a gas-phase ion, C3H7O2 (charge -1), with properties calculated with ωB97M-V/def2-TZVPD.

The HOMO energy is -2.8 eV. Its relative energy (zero: lowest compared OMol25 entry of this formula, charge and spin) is 172.4 kJ/mol. The calculation puts the orbital gap at 7.389 eV. Its structure (SMILES) is CO[C@H](C)[O-]. Its net charge is -1. The energy is -268.974334 a.u.

Each line ends with the Löwdin charge.
Atoms and positions in Å:
C 1.79826 -0.41911 -0.22846  -0.2247
O 0.50052 -0.24115 -0.69804  -0.2418
C -0.47907 -0.01629 0.51101  -0.6873
C -1.70864 0.52166 -0.23368  -0.0882
O -0.00169 0.71345 1.44720  -0.2112
H 1.88514 -1.32466 0.40369  0.0681
H 2.44179 -0.55919 -1.09401  0.0554
H 2.14457 0.42689 0.37177  0.0610
H -0.66822 -1.09658 0.77555  0.1059
H -2.03272 -0.18697 -0.99192  0.0480
H -1.41014 1.42378 -0.77072  0.0590
H -2.46980 0.75815 0.50761  0.0557

Below is C4H4N2 in the gas phase, with properties calculated with ωB97M-V/def2-TZVPD.

The HOMO energy is -9.9 eV. Its relative energy (zero: lowest compared OMol25 entry of this formula, charge and spin) is 319.9 kJ/mol. The calculation puts the orbital gap at 10.501 eV. Its structure (SMILES) is N#C[C@@H]1C=C1N. The energy is -264.204596 a.u.

Each line ends with the Löwdin charge.
Atoms and positions in Å:
N 3.04375 -0.00144 -0.14926  0.1295
C 1.95686 -0.07939 0.24616  -0.2146
C 0.57760 -0.07927 0.71864  -0.1645
C -0.46964 -1.31756 0.36099  0.1294
C -0.53590 -0.18501 -0.22780  -0.4076
N -1.30219 0.65502 -0.99819  0.1035
H 0.45480 0.70656 1.48994  0.1272
H -1.16217 -2.16417 0.44611  0.1066
H -0.66857 1.25747 -1.50207  0.0894
H -1.89454 1.20779 -0.38452  0.1010